{
  "formula": "C39H61CoOP2Si",
  "method": "wB97M-V/def2-TZVPD",
  "elements": ["Co", "P", "P", "Si", "O", "C", "C", "C", "C", "C", "C", "C", "C", "C", "C", "C", "C", "C", "C", "C", "C", "C", "C", "C", "C", "C", "C", "C", "C", "C", "C", "C", "C", "C", "C", "C", "C", "C", "C", "C", "C", "C", "C", "C", "H", "H", "H", "H", "H", "H", "H", "H", "H", "H", "H", "H", "H", "H", "H", "H", "H", "H", "H", "H", "H", "H", "H", "H", "H", "H", "H", "H", "H", "H", "H", "H", "H", "H", "H", "H", "H", "H", "H", "H", "H", "H", "H", "H", "H", "H", "H", "H", "H", "H", "H", "H", "H", "H", "H", "H", "H", "H", "H", "H", "H"],
  "xyz": [[-0.327, 0.230, 0.481], [1.943, 0.409, 0.531], [-2.442, 0.676, -0.284], [-0.266, 2.445, 0.826], [-0.590, -1.891, 0.789], [-4.199, 1.646, 1.708], [3.975, -1.929, 3.998], [-1.332, -1.734, -3.478], [-0.847, 3.016, 2.524], [3.019, -2.695, 3.094], [1.495, 3.099, 0.711], [-0.210, -4.269, 0.419], [-3.938, -0.524, -2.494], [3.919, 0.078, -1.564], [-2.986, -0.101, 3.076], [4.164, 3.910, 0.643], [-2.709, -2.371, -3.700], [-4.447, -0.794, 1.102], [-1.413, -0.472, -2.594], [2.241, -1.777, -1.215], [-3.533, -1.270, 2.243], [-1.382, 3.202, -0.494], [-1.282, 4.503, -0.991], [-4.072, 0.595, 0.580], [-2.441, 2.387, -0.933], [-3.416, 2.920, -1.780], [3.339, -1.430, -3.494], [-3.992, 1.045, 3.107], [2.297, -2.222, -2.686], [4.349, -0.713, 1.777], [2.515, 2.149, 0.570], [-2.221, 5.002, -1.879], [-3.300, 4.216, -2.256], [2.851, -0.424, 1.914], [-3.769, -1.286, -3.822], [4.935, -1.075, 3.152], [3.159, 4.855, 0.807], [2.111, -1.719, 2.335], [2.485, -0.269, -1.104], [4.454, -0.944, -2.579], [-0.985, -3.038, 0.010], [1.837, 4.448, 0.847], [3.848, 2.567, 0.535], [-2.639, -0.526, -1.672], [-4.094, -1.953, 2.883], [-4.284, 2.348, -2.065], [-0.062, 2.800, 3.254], [-1.775, 2.563, 2.875], [4.898, 0.140, 1.386], [-3.673, 1.825, 3.800], [-5.191, 2.097, 1.651], [2.741, 0.314, 2.718], [0.860, -4.132, 0.262], [-0.485, -0.360, -2.014], [5.176, -0.155, 3.688], [-0.662, -2.471, -3.030], [5.267, -0.494, -3.151], [-0.539, -5.126, -0.170], [-2.061, -3.198, 0.117], [1.786, 0.223, -1.794], [-0.546, -2.147, 1.717], [-4.055, 4.612, -2.922], [5.878, -1.603, 3.003], [1.314, -2.091, -3.142], [-4.466, -1.534, 0.297], [3.391, -1.290, 4.668], [2.999, -2.307, -0.629], [1.277, -2.049, -0.783], [-2.689, -3.001, -4.589], [4.602, 0.112, -0.720], [4.497, -1.535, 1.071], [-2.752, -0.433, 4.088], [2.408, -3.395, 3.666], [3.733, -2.046, -4.302], [-4.942, 0.666, 3.495], [2.519, -3.290, -2.726], [1.689, -2.215, 1.462], [-0.890, -1.468, -4.440], [4.886, -1.802, -2.054], [-2.963, -3.030, -2.863], [-4.770, 0.863, -0.217], [-3.494, 2.464, 1.542], [4.537, -2.609, 4.638], [-2.126, 6.009, -2.263], [-0.464, 5.139, -0.680], [-2.046, 0.264, 2.642], [-0.783, -2.772, -1.026], [5.201, 4.220, 0.611], [-0.990, 4.100, 2.507], [-1.484, 0.426, -3.213], [4.657, 1.863, 0.419], [-0.382, -4.507, 1.472], [-2.702, -1.845, 1.832], [-2.596, -1.480, -1.133], [3.915, 1.075, -2.007], [3.595, -3.298, 2.386], [-3.468, -0.591, -4.612], [-4.254, 0.487, -2.723], [1.062, 5.189, 1.006], [1.267, -1.437, 2.978], [-4.728, -1.703, -4.128], [2.868, -0.564, -3.969], [3.413, 5.902, 0.912], [-5.476, -0.723, 1.463], [-4.739, -0.977, -1.905]],
  "mulliken_spin": [1.138, -0.004, -0.081, -0.094, 0.072, -0.003, 0.000, 0.005, -0.028, -0.001, -0.021, -0.002, -0.004, -0.003, -0.002, 0.000, 0.000, -0.002, -0.045, -0.019, 0.005, -0.003, 0.001, -0.010, 0.012, -0.002, 0.000, 0.003, -0.003, -0.003, 0.014, 0.000, -0.001, -0.024, -0.001, -0.001, -0.001, 0.005, 0.010, -0.001, -0.009, 0.012, 0.001, -0.030, 0.001, 0.000, 0.000, 0.020, 0.001, 0.000, 0.000, -0.001, 0.000, 0.050, 0.000, 0.000, 0.000, 0.000, -0.001, -0.003, -0.012, 0.000, 0.000, -0.001, 0.000, 0.000, -0.002, 0.019, 0.000, 0.000, 0.000, 0.001, 0.000, 0.000, 0.000, 0.000, 0.006, 0.000, 0.000, 0.000, 0.000, 0.000, 0.000, 0.000, 0.000, 0.042, 0.003, 0.000, -0.001, 0.006, 0.000, 0.000, -0.007, -0.001, 0.000, 0.000, 0.000, 0.000, 0.000, -0.004, 0.000, 0.000, 0.000, 0.000, 0.000],
  "multiplicity": 2,
  "s2": 0.8176,
  "lumo_ev": [-2.04, -1.98],
  "homo_energy_ha": [-0.4185, -0.3981],
  "homo_lumo_gap_ev": [9.35, 8.86],
  "total_energy_ev": -107559.907,
  "total_charge": 1
}

---

{
  "formula": "C5H8N2",
  "method": "wB97M-V/def2-TZVPD",
  "elements": ["N", "N", "C", "C", "C", "C", "C", "H", "H", "H", "H", "H", "H", "H", "H"],
  "xyz": [[0.456, 1.066, -2.964], [-0.818, 0.058, 0.140], [0.998, -0.326, 1.871], [0.586, -0.209, 0.414], [-0.265, -1.222, -0.269], [-0.279, 1.060, -2.070], [-1.175, 1.018, -0.888], [1.179, -1.371, 2.156], [1.917, 0.239, 2.069], [-2.191, 0.796, -1.234], [0.202, 0.070, 2.513], [-0.080, -1.390, -1.332], [1.303, 0.283, -0.248], [-1.194, 2.016, -0.439], [-0.638, -2.086, 0.282]],
  "mulliken_charge": [-0.418, -0.335, -1.326, 0.334, -0.570, 0.323, -0.410, 0.287, 0.324, 0.265, 0.329, 0.290, 0.373, 0.271, 0.263],
  "lumo_ev": 0.98,
  "homo_energy_ha": -0.3644,
  "homo_lumo_gap_ev": 10.90,
  "total_energy_ev": -8293.308
}

---

{
  "formula": "C14H33BrClNO3",
  "method": "wB97M-V/def2-TZVPD",
  "elements": ["Br", "Cl", "O", "O", "O", "N", "C", "C", "C", "C", "C", "C", "C", "C", "C", "C", "C", "C", "C", "C", "H", "H", "H", "H", "H", "H", "H", "H", "H", "H", "H", "H", "H", "H", "H", "H", "H", "H", "H", "H", "H", "H", "H", "H", "H", "H", "H", "H", "H", "H", "H", "H", "H"],
  "xyz": [[-2.465, -4.670, -0.709], [2.029, -2.837, -0.003], [-0.267, -5.088, 2.572], [-0.638, 4.446, -0.364], [-0.811, -0.245, -2.171], [-2.558, -4.231, 1.130], [0.542, -0.182, -1.753], [0.098, 5.539, 0.154], [-2.048, 4.567, -0.318], [-0.156, 5.796, 1.630], [4.066, -3.271, 1.740], [-1.203, 0.714, -3.135], [0.909, 1.134, -1.088], [-2.586, 5.736, -1.127], [2.495, -3.387, 1.664], [2.129, -4.864, 1.929], [-0.678, -3.750, 2.676], [0.690, -5.282, 1.548], [-0.450, 0.597, -4.449], [-1.498, -3.237, 1.462], [-2.194, 5.709, -2.145], [-0.086, 6.440, -0.439], [-3.675, 5.701, -1.166], [-2.395, 4.618, 0.719], [0.603, 0.862, -4.333], [-2.441, 3.637, -0.732], [4.378, -2.478, 1.054], [-0.021, 4.881, 2.208], [-2.264, 0.535, -3.318], [0.674, -0.992, -1.036], [-1.173, 6.150, 1.807], [0.395, -4.844, 0.585], [1.214, -0.395, -2.593], [0.886, 1.962, -1.798], [0.134, -3.033, 2.870], [-0.881, 1.266, -5.195], [0.204, 1.369, -0.290], [-3.455, -3.770, 1.227], [2.394, -5.139, 2.959], [0.716, -6.367, 1.375], [0.531, 6.556, 2.006], [2.799, -5.464, 1.291], [4.342, -3.012, 2.769], [-1.121, 1.726, -2.725], [2.132, -2.699, 2.431], [-1.340, -3.704, 3.554], [-2.298, 6.693, -0.689], [-1.925, -2.238, 1.631], [1.914, 1.080, -0.669], [-0.492, -0.426, -4.827], [4.514, -4.229, 1.462], [-0.816, -3.158, 0.606], [1.149, 5.281, 0.015]],
  "mulliken_charge": [-0.078, -0.256, -0.427, -0.357, -0.405, -0.509, 0.591, -0.319, -0.313, -1.088, -1.346, 0.029, -1.076, -1.132, 0.528, -0.902, -0.147, -0.423, -1.131, -0.195, 0.302, 0.289, 0.400, 0.336, 0.268, 0.323, 0.400, 0.298, 0.356, -0.567, 0.262, 0.242, 0.295, 0.263, -0.014, 0.417, 0.257, 0.368, 0.253, 0.324, 0.397, 0.497, 0.351, 0.001, 0.174, 0.378, 0.263, 0.430, 0.476, 0.283, 0.316, -0.010, 0.330],
  "lumo_ev": 0.65,
  "homo_energy_ha": -0.3328,
  "homo_lumo_gap_ev": 9.70,
  "total_energy_ev": -105248.266
}

---

Q: What is the formula in the second record?
A: C5H8N2

---

Q: Number 2 is which compound?
A: C5H8N2